Here is a 6-piece molecular cluster, C31H69ClN7O6 overall from the Open Molecules 2025 dataset. Energies are from ωB97M-V/def2-TZVPD.

Last column: Mulliken charge in e.
Element x y z (Å)
H  5.3448  -0.8809  4.5716  0.11
H  1.8803  -1.3092  -2.8127  0.54
C  1.9669  0.1780  0.2360  -1.43
H  1.3990  1.2723  1.9585  0.58
H  -0.9600  -0.4003  1.4493  0.17
H  -0.4953  -0.8154  -1.9332  0.13
C  -0.5339  -2.3928  6.2746  -1.18
H  -9.7862  1.1233  -4.7416  0.37
C  3.5475  -1.6968  -1.7249  -0.66
O  4.9734  -2.6434  6.1404  -0.66
C  -5.8373  2.1901  -1.4719  -1.60
H  2.5645  1.0337  -0.0665  0.36
H  -0.4200  -3.4574  6.4784  0.39
C  5.6807  -3.4735  1.8028  0.92
H  -10.8689  -2.1156  -4.8202  0.29
H  -10.3169  1.2564  -3.0470  0.38
N  4.7989  -0.5501  5.3511  -0.04
N  -0.7210  -1.7514  8.6371  -0.18
N  2.3753  -0.8082  -2.0772  0.24
H  -3.4108  0.4587  -5.3465  0.41
H  5.0604  5.8640  -3.2185  0.27
H  3.6120  -1.9720  8.1235  0.29
C  -3.6835  0.0693  -4.3642  -1.74
C  0.8888  0.6893  1.1977  -1.19
C  -9.4563  1.1189  -3.7023  -1.29
H  3.7957  1.0646  6.2445  0.35
C  2.8516  0.4954  -2.6375  -1.08
H  5.4662  -6.6661  1.4357  0.31
H  -2.6769  -2.0955  9.2821  0.29
H  -2.6478  0.1339  -2.5051  0.09
H  -8.7686  1.9455  -3.5516  0.24
H  -11.3966  -1.9823  -3.1344  0.29
C  4.5531  -1.5040  6.2943  0.90
H  4.3860  -1.4188  -2.3483  0.53
H  -3.0376  2.9176  -2.7178  0.50
H  -2.0988  -3.2321  8.0556  0.33
H  3.2763  0.3614  -3.6279  0.54
O  0.8295  -0.7507  7.3724  -0.74
H  3.8939  -6.1429  2.0629  0.28
N  3.2480  -3.0887  -2.0887  -0.62
H  2.7541  -0.7591  7.1475  0.37
H  -3.5029  -0.9990  -4.3168  0.38
H  -3.3714  1.5846  0.4437  0.15
H  1.5426  4.1255  -5.8991  0.24
H  -0.1382  -0.0267  2.9266  0.45
O  5.7320  -2.4629  1.1091  -0.68
H  -11.2929  -0.5354  -4.1471  0.33
C  0.1360  0.0128  -1.6064  -1.40
C  -3.5877  2.3665  -0.2790  -1.43
C  4.4452  6.2209  -4.0466  -0.81
H  3.6723  0.8388  -2.0146  0.48
H  4.7860  7.2187  -4.3256  0.29
H  1.7472  2.1415  -1.7272  0.34
C  -2.8540  0.8463  -3.3016  1.71
C  3.7406  -1.1038  7.4840  -1.27
C  1.7709  1.5764  -2.6540  -0.49
H  0.2504  1.3864  0.6621  0.49
C  -8.7459  -0.1721  -3.3784  0.81
H  2.3047  -3.3393  -1.8028  0.28
N  5.1076  -4.6112  1.3232  -0.10
H  -1.5779  -2.1708  6.0506  0.39
H  3.7887  -1.6629  -0.6699  0.29
C  -0.0784  -1.5649  7.4591  0.77
H  -4.3891  0.6688  -1.3519  0.35
H  4.7610  -4.5281  0.3801  0.19
H  -1.5094  -3.3540  9.7190  0.29
O  -7.5789  -0.1963  -3.0107  -0.64
H  7.0071  -4.2581  3.2992  0.39
C  3.6131  4.6123  -5.8144  0.81
H  5.5011  5.1891  -5.5742  0.22
C  6.2234  -3.5064  3.1988  -1.45
C  2.2003  4.7460  -5.2976  -1.23
C  1.3855  -0.6000  -0.9501  0.23
O  -0.5807  1.7910  -3.1210  -0.28
H  -5.9367  3.1945  -1.8846  0.41
H  5.4182  -3.7180  3.9037  0.43
H  1.9425  2.2757  -3.4670  0.03
C  0.0212  -0.3677  1.9120  -0.44
C  0.4247  0.8782  -2.8578  0.49
C  -1.8131  -2.6623  8.9322  -0.84
H  -4.7445  0.2664  -4.2559  0.28
H  6.6438  -2.5364  3.4427  0.28
H  0.0712  -2.1424  5.4077  0.15
H  -6.2199  2.2430  -0.4529  0.49
C  4.9529  -5.8868  2.0009  -0.89
H  -8.9182  -2.1482  -3.2760  0.24
H  2.1489  4.4119  -4.2600  0.32
C  -4.3722  1.7509  -1.4704  1.13
N  -9.4499  -1.3243  -3.5078  -0.20
H  4.2352  -0.3152  8.0548  0.39
C  4.3736  0.8360  5.3561  -0.74
C  -3.6936  2.0546  -2.8220  -1.91
C  -1.5921  1.3339  -4.0120  -1.54
H  -1.8898  2.1747  -4.6359  0.56
Cl  0.7707  -1.9770  2.0816  -0.21
H  -4.1855  3.1526  0.1701  0.52
H  3.4141  6.2832  -3.7167  0.32
C  -10.8305  -1.4907  -3.9268  -0.86
H  -4.4261  2.2798  -3.5917  0.52
H  -6.4299  1.4827  -2.0450  0.12
H  1.1151  -1.6001  -0.6239  0.83
H  -2.6602  2.8069  -0.6370  0.30
H  3.7592  1.0353  4.4749  0.07
H  3.2388  -3.1373  -3.1048  0.31
O  3.8867  3.8949  -6.7620  -0.65
H  5.3639  -5.8511  3.0032  0.34
H  -1.2507  0.5526  -4.6980  0.46
H  5.2476  1.4893  5.3240  0.32
H  1.8623  5.7801  -5.3663  0.47
H  -0.3712  -1.1687  9.3816  0.24
H  2.6561  -0.4568  0.7882  0.67
H  0.5899  0.1833  -3.6927  0.27
N  4.5833  5.3233  -5.1797  -0.16
H  -0.4745  0.6008  -0.9315  0.32

Output
- LUMO level: -2.464 eV
- Molar mass: 671.4 g/mol
- Kohn-Sham gap: 8.30 eV
- Total charge: +1
- Multiplicity: 1
- Electronic energy: -68500.1587 eV
- HOMO energy: -10.77 eV

---

Here is a 6-piece molecular cluster, C31H70O8 overall from the Open Molecules 2025 dataset. Energies are from ωB97M-V/def2-TZVPD.

Last column: Mulliken charge in e.
Element x y z (Å)
O  1.5512  3.5429  2.9787  -0.30
H  5.2448  2.0932  -0.7899  0.25
H  0.0851  2.0583  3.6826  0.05
C  -6.9123  -0.2275  -1.8365  0.51
C  -1.8137  3.9284  -0.3638  -0.44
C  -5.5197  -4.5248  3.8120  -1.35
H  -6.5436  -4.3327  3.4724  0.33
H  -8.2965  -1.8035  -2.3882  0.36
C  -2.5425  1.8902  1.3620  -0.13
H  -2.3472  4.4965  -1.2684  0.32
H  -1.2338  1.9323  -1.4465  0.10
O  3.1682  0.4532  -1.0402  -0.29
C  5.3933  1.2522  -1.4758  -1.20
H  4.9271  -0.1071  -3.8487  0.47
H  -0.3289  3.4775  -2.0334  0.42
H  6.1032  1.5543  -2.2520  0.45
C  -8.3030  -0.7243  -2.1980  -1.42
H  -5.0210  -6.8836  2.4399  0.40
H  -0.3033  3.8803  4.1819  0.30
H  -6.9520  0.8428  -1.6065  0.26
H  -6.4225  -1.8504  -0.8582  0.31
H  3.5588  -0.2914  -0.5532  0.08
C  -2.4275  -0.8689  1.5498  -0.28
C  1.6710  -0.2289  2.2024  0.38
H  -4.9264  -0.1194  -2.6884  0.26
H  3.2884  -0.6704  -3.4459  0.10
H  2.5678  3.7995  0.4225  0.22
C  1.0042  -1.8723  -5.0650  -1.16
H  0.3094  0.1596  -4.9253  0.22
C  -0.0634  -2.2823  1.8222  -0.77
C  0.6210  2.6305  -0.1423  1.51
O  -4.5895  -3.6144  1.7909  -0.44
H  0.7498  -2.8074  -5.5765  0.41
H  1.4048  2.1003  -0.8704  -0.53
H  6.0659  0.3257  2.3195  0.26
H  7.0333  2.5650  0.6965  0.25
H  -0.1260  -1.3636  -7.5544  0.33
H  -0.3066  -1.8792  2.9117  0.30
C  0.0655  -0.7515  -5.4824  0.49
H  -2.0656  -0.5667  2.6225  0.35
H  -2.2313  0.3045  -0.3945  0.06
H  7.4389  0.8789  0.4054  0.22
C  0.5459  3.1046  3.9591  -0.45
O  5.0085  -1.5295  1.4420  -0.57
H  0.0138  -3.4558  1.8688  0.30
H  1.4671  5.4937  2.1120  0.18
H  8.3148  -0.5649  2.3832  0.29
C  1.3907  3.9958  0.3955  -0.71
C  -3.0114  3.1848  0.4726  -0.68
C  0.1583  -0.4779  -6.9751  -1.32
H  9.6096  0.6213  2.6668  0.39
H  -5.2033  -3.6412  4.3767  0.32
H  -0.5316  0.3225  -7.2633  0.33
C  -5.9256  -0.4707  -2.9674  -1.24
H  -6.2364  0.0463  -3.8805  0.38
H  -1.7883  -2.8446  0.3831  0.29
H  -6.0306  -5.8379  1.4146  0.33
C  -1.2967  -1.8404  0.7920  -0.37
H  1.1874  4.8440  -0.3980  0.34
C  7.6304  1.4910  2.4773  0.38
O  2.6118  -2.3999  1.5124  -0.48
O  -1.2737  -1.1087  -5.1501  -0.52
H  8.4826  0.1759  3.9692  0.33
H  4.6579  -1.2286  -2.4945  0.33
H  -8.6852  -0.2150  -3.0880  0.38
H  1.1320  2.9632  4.9895  0.26
C  1.3647  -1.6073  1.3169  0.63
C  8.5691  0.3702  2.8947  -1.26
H  -3.2586  1.8692  2.3172  0.45
H  -0.1683  4.5560  2.1137  0.27
H  -0.7708  -1.3008  -0.1097  0.18
H  -5.8348  -1.5408  -3.1849  0.32
C  3.7558  -1.5475  1.9137  0.39
H  0.9177  -2.0666  -3.9905  0.25
C  -2.8370  0.4321  0.5986  -0.13
C  -0.7134  2.9236  -1.0482  -0.55
H  8.7384  2.0575  0.6993  0.43
H  -8.9997  -0.5540  -1.3702  0.34
H  -3.3842  -1.5728  1.6684  -0.08
H  1.1735  -0.1850  -7.2604  0.36
C  3.0417  -0.5891  3.0814  -0.51
H  -3.9049  2.8898  -0.2229  0.22
H  3.5515  0.4656  3.2401  0.32
C  -5.0242  -5.9785  1.8247  -1.33
C  4.0689  0.8179  -2.0830  0.43
H  2.1203  0.5539  1.4301  -0.16
H  3.6197  1.6570  -2.6253  0.40
H  -3.9859  0.3220  0.2980  0.11
O  6.2912  1.1338  2.8096  -0.44
H  -1.2764  4.7986  0.2522  0.12
H  5.8402  0.4415  -0.8894  0.19
H  1.4480  -1.2934  0.1719  0.01
H  -4.3545  -6.1320  0.9717  0.32
H  2.8045  -1.1088  4.1144  0.31
H  7.8744  2.4021  3.0344  0.31
H  -1.4990  -1.9168  -5.6403  0.34
H  0.4520  1.8481  0.7357  -0.73
H  -5.5312  -5.3862  4.4869  0.40
H  0.7224  0.1318  2.8102  -0.13
O  -6.4609  -0.8993  -0.6633  -0.46
H  -3.5672  -4.9090  2.9927  0.27
H  -1.4500  1.9562  1.7948  -0.29
C  0.9820  4.4163  1.9411  -0.33
C  7.7233  1.7646  0.9846  -1.12
H  -3.4513  3.9816  1.2452  0.29
C  4.2515  -0.3607  -3.0259  -1.28
C  -4.5915  -4.7650  2.6321  0.45
H  -5.4951  -3.4788  1.4659  0.25
H  2.0447  -1.6212  -5.2929  0.29

Output
- LUMO level: 0.547 eV
- Molar mass: 570.9 g/mol
- Structure (SMILES): COCCCCCCCCCCC[C@H]1CCC(=O)O1.CC(C)O.CC(C)O.CC(C)O.CC(C)O.CC(C)O
- Kohn-Sham gap: 9.98 eV
- Multiplicity: 1
- Electronic energy: -49653.4092 eV
- HOMO energy: -9.43 eV